Here is a structure of composition C44H33FN9O12S3Y from the Open Molecules 2025 dataset. Energies are from ωB97M-V with the def2-TZVPD basis set.

Charge ... -2
Electronic energy ... -4425.25661 a.u.
Energy relative to the best compared isomer or geometry (same formula, charge and spin) ... 8.6 kJ/mol
Kohn-Sham gap ... 5.816 eV
Multiplicity ... 1

Last column: Mulliken charge in e.
Element x y z (Å)
Y 0.11 0.91 0.07  0.6805
N 1.68 3.60 3.27  -0.5246
C 0.83 3.37 2.23  0.3057
S -0.66 2.60 2.51  -0.4779
N 1.28 3.86 1.06  -1.4806
N 0.72 3.30 -0.02  1.1987
C 0.87 3.92 -1.15  0.3215
C 1.57 5.23 -1.27  -0.3107
C 0.92 6.33 -1.82  0.1124
C 1.57 7.55 -1.97  -0.7874
C 2.89 7.68 -1.58  -0.3605
C 3.56 6.59 -1.04  -0.7308
C 2.90 5.38 -0.88  -0.2122
C 0.24 3.33 -2.35  0.4779
C 0.58 3.74 -3.63  -0.5977
C -0.08 3.17 -4.71  -0.7877
C -1.07 2.24 -4.49  -1.0296
C -1.32 1.87 -3.18  -0.2724
N -0.69 2.38 -2.14  0.1856
H 1.51 2.98 4.04  0.3079
H 2.65 3.61 2.97  0.3207
H -0.12 6.22 -2.12  0.4590
H 1.03 8.39 -2.39  0.3610
H 3.40 8.63 -1.70  0.3642
H 4.59 6.68 -0.73  0.3768
H 3.41 4.53 -0.43  0.4490
H 1.36 4.47 -3.78  0.5238
H 0.20 3.46 -5.72  0.3910
H -1.61 1.77 -5.30  0.4324
H -2.07 1.12 -2.94  0.6551
C -6.37 -0.93 4.20  -1.7452
C -5.42 -2.10 4.05  0.5294
C -5.19 -2.77 5.40  -1.0474
C -4.27 -3.97 5.25  -1.0868
C -2.98 -3.55 4.59  1.1390
C -1.81 -4.24 4.81  -0.8998
C -0.63 -3.82 4.20  0.0555
F 0.49 -4.54 4.44  -0.3793
C -0.58 -2.73 3.39  -0.6448
C -1.76 -2.02 3.16  1.1899
C -1.70 -0.83 2.29  0.6097
O -0.60 -0.41 1.93  -0.0970
C -2.97 -0.27 1.90  0.4587
C -4.08 -0.72 2.54  -0.8912
N -4.12 -1.69 3.48  0.2739
C -2.96 -2.42 3.75  -1.3389
C -3.18 0.71 0.76  -0.1177
O -4.34 1.09 0.56  -0.8895
O -2.16 0.99 0.07  -0.8750
H -7.23 -1.25 4.78  0.4457
H -6.74 -0.55 3.25  0.5173
H -5.88 -0.10 4.72  0.3622
H -5.87 -2.85 3.38  0.1143
H -6.15 -3.07 5.81  0.3833
H -4.74 -2.04 6.08  0.3236
H -4.77 -4.74 4.64  0.3344
H -4.05 -4.43 6.22  0.4208
H -1.79 -5.10 5.46  0.4818
H 0.34 -2.39 2.92  0.7054
H -5.01 -0.26 2.25  0.5807
O 3.33 0.68 3.04  -0.8126
C 2.76 0.31 2.01  0.0614
O 1.97 1.03 1.32  -0.0234
C 3.06 -1.08 1.48  0.5188
C 4.23 -1.67 1.91  -0.3273
C 4.61 -2.93 1.44  -0.8133
C 3.81 -3.64 0.57  -0.2605
C 2.61 -3.08 0.16  -0.7289
C 2.17 -1.77 0.57  -0.1326
O 1.09 -1.27 0.17  0.4989
N 1.79 -3.93 -0.70  0.9525
O 0.59 -3.73 -0.77  -0.4920
O 2.34 -4.86 -1.29  -0.7317
N 5.85 -3.53 1.88  1.0464
O 6.56 -2.89 2.65  -0.6791
O 6.16 -4.63 1.45  -0.6920
H 4.84 -1.13 2.61  0.6269
H 4.10 -4.61 0.22  0.6371
O 1.30 -1.50 -5.23  -0.7595
C 2.34 -0.69 -4.96  0.7620
C 3.37 -0.62 -5.90  -0.8604
C 4.45 0.21 -5.69  -0.3207
C 4.54 0.98 -4.54  -1.1781
C 3.53 0.91 -3.60  -0.4149
C 2.42 0.08 -3.78  0.1354
C 1.37 0.08 -2.71  0.9850
O 1.58 0.80 -1.69  -0.5449
N 0.33 -0.69 -2.93  -0.9156
N -0.56 -0.75 -1.85  1.3889
C -1.51 -1.55 -2.08  -0.4660
S -1.78 -2.29 -3.67  -0.2083
C -3.15 -3.34 -3.12  -0.5684
C -3.88 -2.61 -1.99  -0.7913
S -2.62 -2.08 -0.83  0.2031
H 0.68 -1.43 -4.44  0.6280
H 3.28 -1.23 -6.79  0.4145
H 5.24 0.25 -6.43  0.3606
H 5.40 1.63 -4.37  0.4202
H 3.56 1.49 -2.69  0.4331
H -2.76 -4.29 -2.77  0.2809
H -3.81 -3.50 -3.98  0.3946
H -4.56 -3.28 -1.46  0.4200
H -4.43 -1.75 -2.37  0.2887

Here is a structure of composition C44H34BrN7O5P2ReSe2 in a non-equilibrium geometry from the Open Molecules 2025 dataset. Energies are from ωB97M-V with the def2-TZVPD basis set.

Charge ... +2
Electronic energy ... -10593.61313 a.u.
Energy relative to the best compared isomer or geometry (same formula, charge and spin) ... 925.1 kJ/mol
Kohn-Sham gap (alpha / beta) ... 5.394 / 6.267 eV
Multiplicity ... 2
<S²> ... 0.9711

Last column: Mulliken charge in e.
Element x y z (Å)
Re -0.48 -0.05 0.40  0.7449
Se 4.18 -4.35 -3.70  -0.2432
P 2.15 -4.70 -3.93  0.5536
C 1.59 -6.42 -3.79  0.5223
C 0.42 -6.81 -3.14  -0.0520
C 0.06 -8.15 -3.12  -0.8952
C 0.86 -9.09 -3.75  -0.5245
C 2.02 -8.70 -4.40  -0.7741
C 2.39 -7.37 -4.42  -0.5293
C 1.39 -4.01 -5.43  0.2224
C 0.15 -4.47 -5.88  -0.0157
C -0.42 -3.90 -7.00  -0.9027
C 0.23 -2.88 -7.68  -0.4833
C 1.48 -2.44 -7.25  -0.6860
C 2.06 -3.01 -6.12  -0.3152
C 1.09 -3.90 -2.64  -0.1043
C 1.18 -3.80 -1.23  -0.0149
N 0.02 -3.33 -0.77  -0.0175
N -0.72 -2.99 -1.77  -0.7179
N -0.13 -3.38 -2.95  0.9698
P 2.38 -3.30 0.08  1.1161
Se 2.02 -1.12 0.31  -0.2182
C 1.97 -4.40 1.42  0.3022
C 1.76 -3.92 2.71  -0.5786
C 1.47 -4.82 3.73  -0.6711
C 1.40 -6.18 3.45  -0.6382
C 1.62 -6.65 2.16  -0.6747
C 1.90 -5.77 1.14  -0.4123
C 4.12 -3.41 -0.31  1.0128
C 4.90 -4.35 0.35  -0.5575
C 6.27 -4.39 0.13  -0.7961
C 6.85 -3.47 -0.73  -0.5997
C 6.08 -2.52 -1.38  -0.7724
C 4.71 -2.48 -1.17  -0.5141
H -0.22 -6.08 -2.64  0.4099
H -0.84 -8.45 -2.61  0.4500
H 0.57 -10.14 -3.73  0.4311
H 2.64 -9.44 -4.89  0.4432
H 3.31 -7.06 -4.91  0.4364
H -0.35 -5.28 -5.36  0.4271
H -1.38 -4.27 -7.36  0.4711
H -0.21 -2.45 -8.57  0.4489
H 2.00 -1.66 -7.79  0.4499
H 3.04 -2.69 -5.79  0.3602
H 1.83 -2.86 2.91  0.4528
H 1.31 -4.46 4.73  0.4765
H 1.18 -6.88 4.25  0.4191
H 1.56 -7.72 1.96  0.4624
H 2.06 -6.13 0.13  0.6082
H 4.46 -5.06 1.04  0.3669
H 6.88 -5.12 0.65  0.4544
H 7.92 -3.49 -0.89  0.4263
H 6.53 -1.80 -2.04  0.4440
H 4.11 -1.74 -1.68  0.2396
O -3.79 6.52 1.77  -0.4601
C -2.75 6.06 2.48  0.4807
O -2.31 6.67 3.40  -0.5171
C -2.19 4.71 2.02  1.0217
C -1.77 4.75 0.58  -1.2153
C -1.62 3.65 -0.14  -1.1112
C -1.87 2.33 0.48  0.5697
C -1.94 1.72 2.57  -0.1814
C -2.10 2.99 3.42  -0.9322
N -1.79 1.19 -0.40  0.3717
C -2.39 1.06 -1.61  -0.3956
C -1.82 0.05 -2.32  0.1712
C -2.28 -0.58 -3.55  -1.1320
C -1.64 -1.59 -4.15  -1.2632
C -0.30 -1.98 -3.65  1.1514
C -0.05 -1.41 -2.28  -1.8421
N -0.67 -0.41 -1.68  0.0456
H -4.06 5.92 1.06  0.4016
H -1.56 5.72 0.13  0.5600
H -1.27 3.67 -1.17  0.5924
H -2.00 0.76 3.06  0.8083
H -2.31 2.83 4.47  0.4016
H -3.20 1.70 -1.92  0.6384
H -3.21 -0.20 -3.96  0.4779
H -2.01 -2.04 -5.06  0.5010
H 0.51 -1.89 -4.36  0.4948
H 0.97 -1.56 -1.96  1.8769
O -0.65 -0.53 4.30  -0.5785
N 0.08 -0.62 3.35  1.0621
O 1.26 -0.59 3.33  -0.4825
O -0.60 -0.87 2.15  -0.7033
Br -4.57 1.31 1.08  -0.0609
C -2.98 2.25 1.57  -0.5498
C -3.15 3.53 2.40  -0.3931
C -1.13 4.15 3.06  -0.3135
C 0.20 3.72 2.55  -1.0589
C 0.33 2.61 1.84  -0.6911
N -0.83 1.80 1.51  0.5313
H -4.17 3.79 2.67  0.5177
H -1.03 4.87 3.86  0.7182
H 1.08 4.31 2.78  0.4917
H 1.27 2.25 1.46  0.5826

Here is a structure of composition C44H34Cl2CrI2NO4P from the Open Molecules 2025 dataset. Energies are from ωB97M-V with the def2-TZVPD basis set.

Charge ... 0
Electronic energy ... -4954.54514 a.u.
Energy relative to the best compared isomer or geometry (same formula, charge and spin) ... 0.0 kJ/mol
Kohn-Sham gap (alpha / beta) ... 6.916 / 7.114 eV
Multiplicity ... 5
<S²> ... 6.0103

Last column: Mulliken charge in e.
Element x y z (Å)
Cr -0.51 0.02 0.30  0.7311
I 3.10 0.07 -3.28  -0.0151
C 3.43 0.20 -1.23  -0.1940
C 4.75 0.29 -0.74  -0.3589
C 5.00 0.39 0.60  -0.0121
I 6.99 0.53 1.23  0.0409
C 3.93 0.39 1.53  0.8917
C 4.07 0.52 2.93  -0.8564
C 2.97 0.51 3.73  -1.0939
C 1.70 0.34 3.14  -0.6886
N 1.53 0.21 1.85  0.2917
C 2.62 0.27 1.04  -0.0452
C 2.33 0.21 -0.38  -0.1678
O 1.11 0.15 -0.78  0.3727
H 5.57 0.28 -1.45  0.3577
H 5.06 0.62 3.36  0.1929
H 3.05 0.62 4.80  0.4328
H 0.81 0.30 3.75  0.6626
Cl -1.78 1.83 -1.75  -0.2058
C -2.39 0.91 -3.09  0.7327
C -2.83 1.62 -4.19  -0.6537
C -3.33 0.93 -5.29  -0.5507
C -3.37 -0.46 -5.27  -0.8356
C -2.92 -1.15 -4.16  -0.0788
C -2.42 -0.48 -3.04  -0.9308
P -1.84 -1.42 -1.57  1.1713
C -1.19 -2.90 -2.43  0.2893
C -0.14 -2.68 -3.32  -0.1548
C 0.44 -3.73 -4.01  -0.6523
C -0.03 -5.03 -3.81  -0.5971
C -1.07 -5.26 -2.93  -0.6276
C -1.65 -4.20 -2.24  -0.4147
C -3.42 -1.99 -0.84  0.5352
C -3.34 -2.79 0.31  -0.2980
C -4.49 -3.22 0.95  -0.6101
C -5.73 -2.83 0.48  -0.7146
C -5.82 -2.01 -0.63  -0.6862
C -4.67 -1.60 -1.29  -0.8350
H -2.78 2.70 -4.19  0.4906
H -3.67 1.48 -6.16  0.3886
H -3.75 -1.00 -6.13  0.4258
H -2.95 -2.23 -4.16  0.4992
H 0.25 -1.67 -3.45  0.2619
H 1.26 -3.54 -4.69  0.4434
H 0.42 -5.85 -4.35  0.3796
H -1.43 -6.26 -2.77  0.4106
H -2.48 -4.39 -1.57  0.3909
H -2.36 -3.06 0.71  0.3600
H -4.41 -3.84 1.83  0.4471
H -6.63 -3.15 0.99  0.3898
H -6.79 -1.69 -1.00  0.4246
H -4.76 -0.96 -2.16  0.3861
Cl -4.32 5.20 3.97  -0.2436
C -3.20 4.19 3.09  0.1293
C -1.98 4.75 2.65  -0.5635
C -1.07 4.00 1.96  -0.7089
C -1.33 2.63 1.64  0.1955
O -0.46 1.96 0.98  -0.3717
C -2.57 2.09 2.11  0.9285
C -2.91 0.73 1.90  -0.1485
O -2.21 -0.12 1.31  0.0112
C -3.49 2.90 2.83  -1.0839
H -1.76 5.79 2.88  0.4222
H -0.14 4.42 1.63  0.4617
H -3.87 0.38 2.29  0.2451
H -4.42 2.46 3.16  0.4516
C 6.28 -3.94 1.82  -1.8080
C 4.82 -3.60 1.83  0.7249
C 4.14 -3.43 3.03  -0.8817
C 2.78 -3.15 3.07  1.3635
C 2.13 -3.00 4.42  -2.0311
C 2.08 -3.02 1.85  0.7724
C 0.67 -2.66 1.92  -0.6444
O -0.04 -2.21 1.03  -0.0726
C 2.75 -3.21 0.62  0.5203
C 2.04 -3.18 -0.69  -0.8100
C 4.11 -3.49 0.64  -0.8188
H 6.78 -3.57 2.71  0.3970
H 6.77 -3.51 0.94  0.3905
H 6.42 -5.02 1.78  0.3461
H 4.69 -3.50 3.96  0.3068
H 2.89 -3.00 5.20  0.3449
H 1.45 -3.84 4.62  0.4243
H 1.55 -2.08 4.51  0.3522
H 0.20 -2.81 2.91  0.3593
H 1.22 -3.90 -0.71  0.2969
H 2.73 -3.44 -1.50  0.5070
H 1.61 -2.21 -0.91  -0.2475
H 4.62 -3.63 -0.30  0.3600

Here is a structure of composition C44H35ClF10N4O3PV from the Open Molecules 2025 dataset. Energies are from ωB97M-V with the def2-TZVPD basis set.

Charge ... -1
Electronic energy ... -4886.73052 a.u.
Energy relative to the best compared isomer or geometry (same formula, charge and spin) ... 0.0 kJ/mol
Kohn-Sham gap (alpha / beta) ... 6.268 / 5.454 eV
Multiplicity ... 2
<S²> ... 0.7707

Last column: Mulliken charge in e.
Element x y z (Å)
V 0.13 -0.47 0.16  1.2647
C 2.87 -1.66 -0.19  -1.1749
N 2.21 -0.35 -0.08  1.1879
C 2.43 0.41 -1.31  -0.6300
C 1.52 -0.05 -2.44  -1.4605
N 0.21 -0.51 -1.94  1.2631
C -0.61 -1.04 -2.88  0.4140
C -0.53 -0.94 -4.29  0.7378
F 0.45 -0.21 -4.89  -0.4371
C -1.43 -1.52 -5.16  0.3135
F -1.27 -1.34 -6.48  -0.3599
C -2.51 -2.25 -4.70  0.6443
F -3.39 -2.82 -5.55  -0.3642
C -2.64 -2.39 -3.33  0.1528
F -3.66 -3.10 -2.83  -0.3466
C -1.72 -1.82 -2.47  -1.5860
F -1.94 -2.01 -1.15  -0.3659
C 2.67 0.36 1.12  -1.2259
C 1.99 -0.19 2.38  -1.3680
N 0.57 -0.33 2.11  0.7901
C -0.23 -0.89 3.05  -0.3463
C 0.08 -1.25 4.37  0.3553
F 1.32 -1.06 4.87  -0.3655
C -0.83 -1.84 5.22  0.4312
F -0.45 -2.19 6.46  -0.3459
C -2.13 -2.09 4.82  0.5695
F -3.02 -2.66 5.66  -0.3447
C -2.50 -1.71 3.54  -0.0783
F -3.76 -1.92 3.11  -0.3334
C -1.57 -1.13 2.71  -0.6024
F -1.98 -0.76 1.46  0.0504
H 3.94 -1.52 -0.38  0.1219
H 2.42 -2.22 -1.00  -0.1666
H 2.74 -2.22 0.74  0.3317
H 3.48 0.35 -1.62  0.4478
H 2.22 1.45 -1.07  -0.5704
H 2.01 -0.86 -3.01  0.8110
H 1.43 0.80 -3.13  0.5003
H 2.39 1.41 1.01  0.3049
H 3.76 0.30 1.22  0.2816
H 2.19 0.51 3.19  0.7315
H 2.43 -1.16 2.66  0.6170
N -3.03 0.66 -1.06  0.2576
C -3.28 1.80 -0.33  -0.1706
C -4.61 2.20 -0.12  -0.5612
C -4.90 3.40 0.49  -0.6262
C -3.87 4.23 0.91  -0.9221
C -2.56 3.82 0.74  -0.8679
C -2.23 2.60 0.14  0.3833
P -0.46 2.04 0.03  3.5298
C 0.20 3.13 1.38  -0.0081
C 0.68 4.42 1.19  -0.4514
C 1.11 5.18 2.27  -0.7997
C 1.04 4.68 3.56  -0.6507
C 0.52 3.41 3.76  -0.5744
C 0.10 2.64 2.68  -0.9172
C 0.00 2.89 -1.54  0.7737
C -0.91 2.85 -2.60  -0.7302
C -0.57 3.32 -3.85  -0.6461
C 0.68 3.86 -4.09  -0.7794
C 1.60 3.91 -3.05  -1.1273
C 1.27 3.42 -1.80  -0.1620
H -2.09 0.29 -0.97  -0.9904
H -3.74 -0.06 -1.02  0.2976
H -5.40 1.55 -0.47  0.4350
H -5.94 3.69 0.64  0.3783
H -4.09 5.18 1.38  0.4405
H -1.78 4.47 1.10  0.3528
H 0.71 4.86 0.21  0.5206
H 1.49 6.18 2.10  0.4165
H 1.37 5.27 4.40  0.3600
H 0.44 3.00 4.76  0.4702
H -0.30 1.65 2.85  0.4594
H -1.89 2.42 -2.44  0.2583
H -1.30 3.27 -4.66  0.4605
H 0.95 4.23 -5.07  0.3772
H 2.59 4.31 -3.22  0.4073
H 2.02 3.44 -1.01  0.4717
C 3.86 -6.00 -0.35  -1.5152
C 3.06 -5.33 -1.42  1.2265
C 3.62 -4.96 -2.63  -0.8063
C 2.86 -4.31 -3.59  0.2222
Cl 3.60 -3.83 -5.09  -0.2867
C 1.53 -4.02 -3.36  -0.8037
C 0.95 -4.38 -2.15  -0.2390
C 1.70 -5.05 -1.19  0.3695
O 1.23 -5.48 0.01  -0.5215
C 0.08 -4.85 0.60  -1.0967
C 0.48 -3.44 1.08  0.0953
O 1.09 -3.34 2.14  -0.6750
O 0.15 -2.51 0.27  0.3325
H 4.91 -6.05 -0.63  0.4146
H 3.50 -7.02 -0.16  0.3144
H 3.76 -5.46 0.60  0.2697
H 4.67 -5.16 -2.82  0.3699
H 0.95 -3.49 -4.10  0.5751
H -0.07 -4.11 -1.96  0.1431
H -0.17 -5.48 1.45  0.3901
H -0.76 -4.81 -0.10  0.3060